No. 1
Computed, not measured: a cluster of 2 separate species, C5H12NO3 in total, with ωB97M-V with the def2-TZVPD basis set.

ΔE to the lowest compared entry with this formula, charge and spin in kcal/mol: 49.7
LUMO energy in eV: 3.792

ORCA input file:
```
! RIJCOSX wB97M-V def2-TZVPD def2/J DEFGRID3
* xyz -1 1
C 1.378 -1.474 1.150
C 0.013 -1.200 0.523
N 0.009 -0.648 -0.752
C -1.346 -0.378 -1.343
C 0.961 0.424 -1.054
C 0.752 1.683 -0.089
O -0.516 2.077 -0.100
O -0.999 -1.627 1.066
H 2.072 -1.921 0.419
H 1.808 -0.545 1.511
H 1.283 -2.092 2.017
H -1.318 -0.554 -2.410
H -1.657 0.607 -1.206
H -2.096 -1.054 -0.883
H 1.956 0.032 -0.976
H 0.781 0.781 -2.122
H 1.421 2.495 -0.453
H 1.121 1.366 0.913
H -1.967 -0.132 1.363
H -1.490 1.345 0.945
O -2.166 0.814 1.480
*
```

natural (NBO) atomic charge list, values in e, 4 entries:
1 C -0.713
2 C 0.710
3 N -0.453
4 C -0.425

=====

No. 2
Computed, not measured: a cluster of 14 separate species, CH29O14 in total, with ωB97M-V with the def2-TZVPD basis set.

ΔE to the lowest compared entry with this formula, charge and spin in kcal/mol: 48.0
LUMO energy in eV: 2.083

ORCA input file:
```
! RIJCOSX wB97M-V def2-TZVPD def2/J DEFGRID3
* xyz -1 1
C 0.639 0.091 0.035
O -0.606 0.182 -0.727
H 1.511 0.056 -0.540
H 0.534 -0.688 0.735
H 0.830 1.034 0.556
O 0.190 1.222 3.300
H 0.639 1.142 2.479
H -0.551 0.576 3.316
O 0.388 0.603 -3.291
H 0.170 1.536 -3.391
H 0.032 0.484 -2.416
O -2.650 0.789 -2.071
H -2.904 1.601 -1.627
H -1.928 0.427 -1.553
O -0.627 -1.389 2.785
H -0.189 -1.883 3.515
H -0.195 -1.785 2.072
O 0.136 -3.465 1.281
H 1.007 -3.405 0.888
H 0.267 -3.989 2.064
O -2.076 1.301 1.232
H -1.476 0.885 0.662
H -2.536 0.580 1.629
O -2.834 -2.234 0.773
H -3.252 -1.558 1.341
H -1.894 -2.186 0.852
O 2.410 -1.610 -2.998
H 2.598 -2.552 -2.895
H 3.039 -1.148 -2.403
O -0.354 3.147 -0.641
H -0.432 2.238 -0.586
H -0.440 3.374 0.258
O -0.901 3.779 2.281
H -0.859 4.092 3.162
H -0.595 2.854 2.379
O 2.194 -2.437 -0.330
H 2.125 -2.015 -1.178
H 2.111 -1.742 0.305
O 2.052 3.181 -2.104
H 2.127 2.307 -2.378
H 2.930 3.432 -1.836
O -0.419 -2.309 -1.989
H -0.267 -1.558 -1.448
H 0.069 -2.960 -1.501
*
```

natural (NBO) atomic charge list, values in e, 4 entries:
1 C -0.266
2 O -1.030
3 H 0.142
4 H 0.124